1.
{"formula": "C5H8O", "method": "ωB97M-V/def2-TZVPD", "total_charge": 0, "total_energy_ev": -7357.628, "species": ["C", "O", "C", "C", "C", "C", "H", "H", "H", "H", "H", "H", "H", "H"], "positions_angstrom": [[1.540597, -0.902505, 0.124192], [1.385044, -1.091758, -1.136659], [-0.119468, -0.371187, -1.968420], [-0.794588, 0.261494, -0.960925], [-0.663062, 0.462955, 0.282118], [-1.240698, 1.088022, 1.499109], [1.381192, -1.761308, 0.794494], [2.328107, -0.201962, 0.443177], [0.459092, -0.160150, 0.540097], [0.415668, 0.229300, -2.698813], [-0.508854, -1.308775, -2.355392], [-0.548306, 1.813570, 1.938566], [-2.166363, 1.607969, 1.238546], [-1.468358, 0.334335, 2.259909]], "atomic_forces_ev_per_a": [[0.1, -0.1, 0.0], [0.1, 0.0, 0.2], [-0.2, 0.1, -0.1], [0.2, -0.1, 0.3], [-0.1, 0.0, -0.4], [0.0, 0.0, 0.0], [0.0, 0.1, -0.1], [-0.2, 0.0, 0.0], [0.0, 0.0, 0.0], [-0.1, -0.1, 0.1], [0.0, 0.1, 0.1], [-0.1, -0.1, -0.1], [0.1, -0.1, 0.0], [0.0, 0.1, -0.1]], "mulliken_charge": [-0.47, -0.43, -0.17, -0.22, 0.53, -1.16, 0.31, 0.31, -0.02, 0.22, 0.22, 0.29, 0.32, 0.29]}

2.
{"formula": "C64H56BaN13O3P2S2SbTe", "method": "ωB97M-V/def2-TZVPD", "total_charge": -2, "total_energy_ev": -147565.342, "species": ["Ba", "Te", "C", "C", "C", "N", "C", "C", "C", "P", "C", "C", "C", "C", "C", "C", "C", "C", "C", "C", "C", "C", "P", "C", "C", "C", "C", "C", "C", "C", "C", "C", "C", "C", "C", "H", "H", "H", "H", "H", "H", "H", "H", "H", "H", "H", "H", "H", "H", "H", "H", "H", "H", "H", "H", "H", "H", "H", "H", "N", "C", "C", "C", "C", "C", "C", "N", "C", "C", "C", "S", "C", "N", "H", "H", "H", "H", "H", "H", "H", "N", "C", "N", "N", "N", "N", "C", "N", "N", "N", "N", "H", "C", "C", "C", "C", "C", "C", "C", "Sb", "C", "C", "C", "C", "C", "C", "C", "C", "C", "C", "C", "C", "C", "C", "H", "H", "H", "H", "H", "H", "H", "H", "H", "H", "H", "H", "H", "H", "H", "H", "H", "H", "H", "H", "H", "C", "S", "O", "O", "O", "H", "H", "H"], "positions_angstrom": [[0.256869, 0.292363, 0.164855], [-5.101777, -1.005174, 2.072920], [-6.659465, -0.262605, 3.281052], [-7.523673, -1.122543, 3.950029], [-8.506743, -0.596101, 4.778446], [-8.697379, 0.714789, 4.978341], [-7.859080, 1.531120, 4.318600], [-6.841106, 1.096290, 3.475622], [-3.897161, 0.792934, 2.040198], [-3.211437, 0.779215, 0.295882], [-4.723731, 0.564348, -0.762822], [-5.831415, 1.401372, -0.619237], [-6.969221, 1.202369, -1.389096], [-7.009869, 0.161511, -2.321536], [-5.905064, -0.660787, -2.480713], [-4.763420, -0.453448, -1.709063], [-3.014135, 2.574965, -0.204056], [-3.249143, 3.653868, 0.642089], [-3.115155, 4.968663, 0.185997], [-2.786617, 5.215946, -1.141660], [-2.563337, 4.143992, -2.007611], [-2.648740, 2.838814, -1.536626], [-2.404735, 0.300193, 3.070961], [-3.102174, -0.593371, 4.571852], [-4.115200, -0.054042, 5.371835], [-4.619171, -0.760809, 6.459242], [-4.093576, -2.013247, 6.783543], [-3.063621, -2.543150, 6.015243], [-2.574429, -1.840946, 4.912251], [-2.016838, 1.773900, 4.173510], [-2.778823, 2.930504, 4.305048], [-2.430265, 3.918307, 5.231933], [-1.324057, 3.745191, 6.057207], [-0.554275, 2.585464, 5.941921], [-0.885589, 1.619048, 4.999067], [-7.420978, -2.200963, 3.846127], [-9.174271, -1.260403, 5.321277], [-8.014279, 2.594330, 4.481062], [-6.168014, 1.797933, 2.982721], [-5.802435, 2.199754, 0.116896], [-7.827094, 1.855886, -1.265425], [-7.900387, 0.001490, -2.919720], [-5.929250, -1.470429, -3.203978], [-3.897030, -1.096570, -1.831655], [-3.558124, 3.452032, 1.666698], [-3.283469, 5.798162, 0.866236], [-2.705561, 6.236048, -1.502975], [-2.323660, 4.329272, -3.049283], [-2.442741, 2.001103, -2.202438], [-4.531122, 0.919020, 5.131171], [-5.429136, -0.338228, 7.047651], [-4.490497, -2.568481, 7.628898], [-2.640667, -3.512399, 6.265093], [-1.769059, -2.256931, 4.314135], [-3.663941, 3.048898, 3.680353], [-3.032151, 4.819201, 5.317728], [-1.063823, 4.505708, 6.787681], [0.306186, 2.439823, 6.588470], [-0.276490, 0.722051, 4.876617], [3.877139, 0.928118, 2.657825], [4.518897, -0.226827, 2.212494], [5.813321, -0.711550, 2.383582], [6.089788, -1.951225, 1.825430], [5.098762, -2.687613, 1.152711], [3.816487, -2.197008, 0.995847], [3.543863, -0.933692, 1.516389], [2.351111, -0.195908, 1.491712], [2.595804, 0.892790, 2.178801], [1.637173, 1.990299, 2.500425], [1.909534, 3.047802, 3.302584], [0.576546, 4.118827, 3.344333], [-0.290015, 3.081135, 2.310998], [0.372262, 2.020948, 1.935768], [4.318462, 1.735194, 3.055717], [6.563781, -0.154063, 2.933137], [7.087270, -2.364522, 1.917464], [5.348830, -3.663166, 0.749303], [3.036822, -2.773052, 0.503196], [2.816579, 3.275600, 3.851334], [-1.293739, 3.315136, 1.970624], [0.506408, -3.642721, 0.020411], [0.047436, -3.078134, -1.170398], [-0.089274, -3.815920, -2.258913], [-0.477055, -2.931295, -3.213316], [-0.564921, -1.744731, -2.701102], [-0.232552, -1.796457, -1.383852], [0.403589, -3.079016, 1.290269], [0.801185, -3.737563, 2.371551], [0.615405, -2.855055, 3.384903], [0.122527, -1.751836, 2.914677], [-0.040314, -1.862925, 1.570684], [0.584596, -4.641450, 0.004701], [4.382589, -0.809806, -6.052590], [3.042585, -1.479953, -6.260918], [2.989151, -2.536681, -7.172931], [1.802419, -3.212223, -7.452295], [0.634858, -2.840640, -6.805320], [0.668162, -1.798232, -5.883106], [1.853463, -1.097107, -5.590303], [1.472742, 0.485675, -4.137447], [1.520516, 2.049255, -5.700655], [1.890987, 1.746485, -7.020350], [1.667594, 2.629014, -8.075826], [1.048002, 3.846989, -7.834214], [0.679250, 4.177409, -6.533043], [0.903838, 3.305012, -5.462284], [0.483695, 3.733435, -4.071339], [3.489297, 0.621154, -3.368335], [4.269769, 1.766991, -3.509546], [5.463942, 1.914386, -2.817501], [5.882904, 0.914116, -1.950276], [5.130623, -0.249686, -1.820717], [3.939849, -0.420999, -2.532650], [3.169060, -1.726601, -2.400340], [5.023299, -0.969656, -6.923908], [4.896623, -1.214595, -5.177239], [4.276860, 0.256730, -5.890437], [3.903872, -2.832431, -7.682370], [1.798459, -4.024911, -8.170324], [-0.298023, -3.360856, -7.004585], [-0.243009, -1.544893, -5.348606], [2.350810, 0.791550, -7.244469], [1.958557, 2.351027, -9.083988], [0.845423, 4.534568, -8.650260], [0.184919, 5.127020, -6.340778], [0.010304, 4.718227, -4.086482], [1.350138, 3.772256, -3.410799], [-0.219407, 3.014189, -3.630606], [3.931756, 2.568314, -4.158756], [6.046190, 2.821084, -2.930362], [6.790416, 1.033535, -1.371846], [5.461836, -1.032740, -1.144023], [3.813141, -2.518043, -2.017769], [2.763195, -2.057450, -3.358602], [2.317883, -1.627695, -1.714546], [0.786887, 4.118087, -0.459582], [2.028410, 2.908419, -0.857700], [2.832534, 2.676493, 0.331280], [2.757827, 3.534929, -1.944406], [1.262151, 1.668719, -1.256338], [1.030157, 4.562410, 0.501345], [0.829227, 4.876510, -1.244230], [-0.211934, 3.667125, -0.444048]], "atomic_forces_ev_per_a": [[-3.6, -3.1, -0.2], [-0.1, 0.4, 0.0], [0.1, -0.1, -0.1], [-0.2, -0.1, 0.1], [0.1, 0.2, -0.1], [0.3, 0.0, -0.2], [-0.1, -0.3, 0.0], [-0.2, 0.4, 0.2], [0.5, -1.0, -0.3], [-0.6, 0.5, 0.3], [0.2, 0.0, 0.0], [-0.1, 0.0, -0.1], [0.1, -0.1, -0.1], [0.1, 0.2, 0.2], [0.0, 0.0, 0.0], [0.1, 0.0, 0.0], [0.0, 0.0, -0.1], [0.0, 0.1, 0.0], [0.0, -0.2, -0.1], [0.0, -0.1, 0.0], [-0.1, -0.1, 0.1], [0.1, 0.1, 0.2], [-0.6, 0.7, 0.5], [0.1, -0.2, -0.1], [0.0, -0.1, 0.1], [0.1, -0.1, -0.1], [0.0, 0.1, -0.1], [0.0, 0.1, -0.1], [0.0, 0.1, 0.0], [0.1, -0.2, 0.2], [0.0, 0.2, 0.1], [0.1, -0.1, -0.1], [-0.1, -0.1, 0.0], [-0.2, -0.1, -0.1], [-0.2, 0.1, 0.0], [0.0, 0.1, 0.1], [0.0, 0.0, 0.0], [0.0, 0.0, 0.0], [-0.1, -0.1, 0.1], [0.0, -0.1, 0.0], [0.0, -0.1, 0.0], [0.0, 0.0, 0.0], [0.0, 0.1, 0.1], [0.0, 0.0, 0.0], [0.0, 0.0, -0.2], [0.0, -0.1, 0.0], [0.0, -0.1, 0.0], [0.0, 0.0, 0.1], [-0.1, 0.1, 0.0], [0.0, -0.1, 0.0], [0.1, 0.0, -0.1], [0.0, 0.1, -0.1], [0.0, 0.1, 0.0], [-0.1, 0.0, 0.1], [0.1, -0.1, 0.1], [0.0, -0.1, 0.0], [0.0, -0.1, -0.1], [0.0, 0.0, -0.1], [-0.1, 0.1, 0.1], [0.1, -0.3, -0.1], [0.0, 0.4, 0.3], [0.0, 0.0, -0.1], [-0.1, 0.1, 0.0], [0.1, 0.0, 0.0], [-0.2, -0.1, -0.1], [-0.6, 0.2, -0.1], [1.5, 0.1, 1.0], [0.0, -0.1, 0.3], [-0.1, -0.5, 0.0], [0.2, 0.2, 0.3], [0.1, 0.2, 0.0], [0.4, -0.2, -0.1], [0.3, 1.6, 1.7], [0.0, 0.0, 0.0], [0.0, 0.0, -0.1], [0.0, 0.0, 0.0], [0.0, 0.1, 0.0], [0.1, 0.1, 0.1], [-0.2, -0.1, -0.1], [0.3, 0.0, 0.1], [-0.1, 0.5, -0.1], [0.0, -0.3, 0.2], [-0.1, 0.1, -0.5], [0.1, -0.1, 0.6], [0.0, -0.4, 0.1], [-0.1, -0.4, -0.4], [-0.1, -0.2, 0.1], [0.2, 0.0, 0.3], [-0.2, -0.1, -0.6], [0.3, -0.3, -0.1], [-0.1, -0.7, 0.6], [0.0, -0.2, 0.0], [-0.1, -0.1, 0.0], [-0.3, 0.0, 0.1], [-0.2, 0.0, 0.0], [0.1, 0.2, 0.1], [0.0, 0.1, 0.0], [0.4, 0.1, 0.0], [-0.3, -0.3, -0.3], [0.5, 0.1, -0.7], [-0.2, 0.3, -0.2], [-0.1, 0.2, 0.2], [0.0, 0.0, 0.1], [0.0, -0.1, 0.2], [0.1, -0.2, 0.0], [0.1, -0.1, -0.1], [0.0, -0.3, -0.3], [0.1, -0.1, 0.2], [-0.1, -0.2, -0.1], [0.0, -0.1, 0.1], [-0.2, -0.1, -0.1], [-0.1, 0.1, -0.1], [0.0, 0.0, 0.0], [0.1, 0.4, 0.1], [0.0, 0.0, 0.0], [0.0, 0.0, 0.0], [0.0, 0.2, 0.0], [-0.1, 0.0, 0.0], [0.0, 0.0, 0.0], [0.1, 0.1, 0.1], [0.1, 0.0, -0.1], [0.0, 0.0, 0.0], [0.0, 0.0, 0.1], [0.0, 0.0, 0.1], [0.1, -0.1, 0.0], [0.0, -0.1, 0.0], [-0.1, 0.0, -0.1], [0.1, 0.1, -0.1], [0.0, 0.0, 0.1], [0.0, 0.0, 0.0], [0.0, 0.0, 0.0], [0.0, 0.0, -0.1], [0.0, 0.0, 0.0], [0.0, 0.0, 0.0], [0.1, 0.0, -0.1], [-0.5, 0.1, -0.1], [0.5, 0.2, -0.8], [-0.1, 0.0, -0.4], [0.0, -0.3, 0.1], [2.4, 3.5, -2.0], [0.0, 0.0, 0.0], [-0.1, -0.1, 0.1], [0.2, 0.1, 0.1]], "mulliken_charge": [1.89, 0.27, 0.27, -0.44, -0.31, -0.70, -0.44, 0.00, -1.17, 0.26, 0.19, -0.52, -0.68, -0.42, -0.52, -0.47, 1.66, -0.85, -0.38, -0.86, -0.41, -1.18, 1.66, 0.29, -0.46, -0.63, -0.59, -0.55, -0.71, 0.67, 0.37, -0.92, -0.67, -0.60, -0.68, 0.32, 0.35, 0.36, 0.23, 0.23, 0.39, 0.34, 0.41, 0.42, 0.27, 0.45, 0.34, 0.48, 0.43, 0.34, 0.41, 0.34, 0.44, 0.40, -0.07, 0.41, 0.32, 0.42, 0.33, 0.19, 0.17, -1.23, -0.47, -0.97, -0.17, -0.01, 1.23, -1.03, 0.05, -0.65, -0.22, -0.16, 1.14, 0.29, 0.41, 0.36, 0.41, 0.40, 0.47, -0.48, 0.02, -0.03, -0.91, -0.45, -0.16, 0.52, 0.10, -0.64, -0.83, 0.06, 0.33, 0.23, -1.51, 1.13, -0.55, -0.65, -0.66, -1.27, 0.61, 0.93, 0.35, -0.44, -0.93, -0.65, -0.63, 0.47, -0.22, 0.87, -0.56, -0.76, -0.78, -0.66, 0.69, -1.43, 0.52, 0.29, 0.16, 0.36, 0.35, 0.40, 0.27, 0.27, 0.42, 0.34, 0.33, 0.43, -0.07, -0.15, 0.35, 0.34, 0.36, 0.39, 0.71, 0.11, 0.07, -0.73, 0.90, -0.59, -0.76, 0.15, 0.48, 0.61, -0.41]}

How do the records compare in LUMO level? In the order shown, they have 0.73; 3.23 eV.
How do the records compare in gap between HOMO and LUMO? In the order shown, they have 9.97; 5.65 eV.